1.
288
Properties=species:S:1:pos:R:3 method="wB97M-V/def2-TZVPD" homo_lumo_gap_ev=8.56 homo_ev=-8.51 lumo_ev=0.05
H -2.94 3.78 13.15
C 0.96 -0.62 -1.07
H 11.21 2.30 2.54
H 3.83 -13.43 4.86
H 0.41 -5.26 4.55
O -6.12 -0.65 6.90
H -9.56 -0.98 5.10
H 11.62 4.47 3.87
H -6.97 2.09 -2.84
H 16.16 -2.85 -12.38
C -6.72 10.04 -0.36
H -6.91 -2.69 6.75
H -5.87 12.42 -0.40
C 1.42 -4.98 4.83
H 13.18 -3.00 -7.32
O 3.99 -2.37 1.39
H 10.32 5.20 4.69
C -1.25 0.45 1.63
H -15.62 4.21 -4.80
H -10.76 2.22 -0.73
H 8.83 3.16 4.13
H 1.34 -0.17 -1.99
H 6.16 1.86 8.19
H -1.31 1.76 11.63
H -6.10 0.45 -10.20
H -10.59 1.46 -3.63
H 5.26 -11.73 2.41
N -1.84 -7.22 -1.12
H 0.45 1.22 -0.01
N 4.93 3.16 0.41
H 10.33 1.31 3.75
H -0.30 4.67 -3.97
H 2.63 7.74 -4.22
H 9.60 1.73 2.20
H -1.78 -7.98 -0.46
O 14.50 -2.74 -11.06
H 1.42 -9.98 -2.65
H 0.12 -7.01 -1.75
H 3.49 2.65 -3.88
N 12.39 -3.30 -9.22
C -1.92 4.33 -5.76
H -1.42 4.24 14.07
C -6.45 8.54 -0.51
C 4.15 3.98 2.62
H 6.52 -7.60 3.32
H 0.81 -1.52 5.66
C -6.41 5.52 1.68
H -4.64 1.74 -11.83
C 4.82 -11.33 3.32
C 11.07 -2.34 -7.41
H -7.40 -0.49 4.71
H -4.09 -1.00 7.18
H 11.10 -8.78 3.52
H 4.60 2.05 2.14
C -1.91 3.53 13.41
H -2.13 0.76 1.07
H -5.06 -1.77 8.37
C 5.40 4.32 -1.66
H -5.33 -1.81 -10.00
H -2.76 -4.20 -7.29
H -3.76 -3.91 -1.33
O 4.21 2.19 8.73
H -11.42 0.98 7.91
H -2.67 -4.71 0.99
N -4.41 -1.50 -8.04
O 10.82 -2.32 -6.01
C -15.08 4.68 -3.98
H -13.72 0.73 -2.35
H -2.94 -6.43 1.23
H 5.48 -13.84 5.39
C -1.32 2.77 11.22
C -6.53 -1.88 6.14
O -8.94 1.84 -2.31
H -5.15 -3.26 -7.01
H 3.45 1.73 10.53
H 2.27 3.73 9.50
H -15.25 2.01 -3.81
H -7.74 10.29 -0.07
C -10.27 2.05 -2.76
H -1.53 6.28 -5.09
C 4.28 -2.03 0.02
C -2.96 -3.13 -7.35
H 4.39 -9.50 2.48
H 3.26 -1.97 -1.77
H -5.78 6.14 -0.20
C 5.02 -2.08 2.37
H 3.09 2.54 1.37
H -0.53 2.57 9.18
H 11.17 -1.30 -7.73
H 5.04 -13.85 3.76
C 1.86 4.66 2.42
C -7.66 -1.41 5.23
H -3.12 2.16 -11.18
H 0.53 -1.55 -1.43
C -5.02 -0.88 7.74
H 5.51 5.25 -2.22
H 1.86 -5.72 5.50
C -0.36 2.80 -6.86
H -0.95 1.95 -6.52
H -6.63 10.45 -1.37
O -0.98 3.61 12.35
H -0.34 -2.18 -7.07
C 0.99 -2.36 4.99
H 8.74 3.82 1.94
C -0.83 -7.34 -2.18
C 3.75 3.46 -3.20
H -0.74 1.35 1.95
C -11.00 1.88 7.47
O -5.71 10.55 0.44
C -4.53 -4.18 -0.61
H 1.47 2.82 11.32
C -4.95 5.57 3.57
H -1.82 2.55 13.88
C 9.72 3.41 3.55
H 9.68 -1.38 -4.58
H 5.64 1.13 9.67
H -11.40 2.67 8.11
C -5.23 0.27 -9.56
H -0.86 -5.76 -0.10
H 5.44 -1.08 2.29
H 0.12 -2.68 4.41
C 4.11 2.87 1.61
H 14.51 -2.66 -13.13
H -4.45 2.56 -10.25
H 11.90 -4.26 -7.43
H -2.75 -2.62 -6.40
C -14.60 2.53 -3.11
H -2.04 5.98 -2.05
C -4.43 -2.90 -7.74
O -4.01 0.51 -10.23
H 5.86 -2.77 2.32
H 4.81 -1.08 0.05
C -0.66 -2.83 -7.88
O -2.01 -2.54 -8.22
H -0.77 0.77 -1.04
H -5.41 8.41 -0.79
C 12.21 -3.27 -7.75
O 0.39 -3.95 6.69
H -0.02 -2.56 -8.72
H -7.09 8.14 -1.30
H -7.15 5.73 2.45
H -2.49 3.43 -5.54
H 10.67 -9.36 1.98
H -0.84 7.66 -3.48
O -0.56 3.95 -6.02
H 15.29 -1.34 -12.29
H 0.46 -3.13 7.19
H -7.72 1.24 6.81
C 1.11 -9.74 -1.64
H 5.16 0.41 8.07
H -5.39 0.89 -8.68
O -9.52 1.93 7.47
H -4.63 -3.47 0.22
O -0.53 -0.40 0.78
C 5.10 -9.83 3.23
C 13.92 -4.08 -11.06
C 5.32 1.32 8.64
H -15.19 2.72 -2.21
C -9.04 -0.47 7.02
H -7.77 -2.16 4.45
H 1.24 5.50 2.09
N -1.20 4.91 -3.59
H -11.39 1.95 6.46
O 9.09 -8.56 3.11
H 1.82 -1.11 0.72
H -3.50 -1.26 -8.40
H 8.37 -8.72 1.17
C 6.73 -8.23 2.45
C -13.38 1.67 -2.77
H 12.87 -5.31 -9.67
H -4.94 12.34 1.10
O 3.21 5.06 2.42
H 5.10 4.50 2.68
H -8.91 1.21 5.66
H -3.05 5.54 -4.46
C -4.09 1.75 -10.89
H 6.42 3.95 -1.55
C -1.83 -5.89 -0.57
O -14.06 3.78 -3.62
N 2.14 -0.96 -0.22
C 1.95 2.70 9.33
C 15.16 -2.42 -12.28
H 2.93 3.51 -2.48
C 2.96 -2.05 -0.72
N -6.75 7.80 0.74
H -2.40 4.75 -6.65
H 4.98 -2.78 -0.36
H -6.38 -1.40 -8.75
C -2.00 5.38 -4.71
C 1.75 7.92 -3.60
H 3.85 4.42 -3.71
H 7.18 -9.83 3.49
H 1.77 -2.01 4.32
H 9.41 -0.69 -6.11
H 14.67 -4.82 -11.33
H -14.69 5.63 -4.36
H -11.20 0.66 -1.38
H 3.75 -11.52 3.36
H -8.06 1.39 -4.13
H -5.73 -2.31 5.55
H 6.12 -7.89 1.62
H 1.57 4.26 3.39
H -15.77 4.84 -3.16
H 4.63 -2.24 3.37
H 10.97 3.68 5.32
H -5.73 6.00 4.20
N -12.56 2.28 -1.68
O 9.40 4.27 2.46
H 4.88 -9.43 4.22
H 1.10 8.56 -4.20
C 13.37 -4.34 -9.64
H -12.46 3.25 -1.91
H -12.81 1.48 -3.68
C 10.45 -8.55 2.68
C -0.87 -8.82 -2.63
H -8.31 -0.80 7.76
C -5.80 11.95 0.58
C -8.78 1.02 6.72
H -0.50 -8.94 -3.64
H 12.75 -2.41 -9.55
O -0.30 -9.73 -1.64
H 1.98 8.59 -2.78
N 1.05 2.48 10.47
H -3.93 5.90 3.80
H -1.91 -9.11 -2.77
C -2.94 -5.64 0.48
H -6.51 4.46 1.45
C -6.64 6.36 0.44
H 8.41 -7.08 1.81
H 4.71 2.45 -0.28
H -8.12 3.10 -3.68
C -11.23 1.73 -1.58
H 8.80 -2.34 -5.83
H 1.31 -10.48 -0.86
C 10.24 2.10 3.00
H -0.04 4.11 9.95
C -0.06 0.32 -0.35
N 6.48 -9.64 2.78
H -6.67 12.31 1.13
H 5.02 5.28 0.23
C 4.68 4.39 -0.29
C -5.37 -1.19 -9.10
C 1.38 -3.70 5.68
H -1.63 -0.16 2.45
H -0.17 7.60 -1.83
C 8.23 -8.13 2.07
H -5.00 4.50 3.77
H -6.06 7.89 1.47
H 3.82 3.50 3.54
H -5.51 -4.05 -1.08
H 1.77 3.94 1.61
H 1.93 -4.87 3.87
C -7.96 2.09 -3.30
H -4.55 -3.47 -8.67
O 1.04 6.75 -3.30
H 10.69 -7.57 2.27
C -0.26 3.06 10.11
H -10.37 3.13 -2.92
H 2.32 -3.50 6.20
N -8.98 -1.35 5.83
H -0.82 2.94 -7.84
H 2.52 -3.03 -0.53
H 2.89 0.74 9.10
H 13.12 -4.18 -11.80
O -5.10 5.80 2.19
O 5.30 -11.95 4.56
C 10.71 4.22 4.41
C -0.29 7.06 -2.76
H -7.51 5.99 -0.10
H 10.15 -2.60 -7.92
H 14.11 -4.46 -8.85
H -4.92 -0.03 8.43
C 4.90 -13.27 4.67
H -10.00 -0.63 7.51
C -1.05 5.76 -2.43
C 9.62 -1.65 -5.63
H 0.67 2.45 -6.93
H 1.46 2.46 8.39
O 4.95 3.29 -2.47
H 3.63 4.63 -0.46
H -0.92 -6.78 -3.11
O -4.26 -5.49 -0.03
H -1.79 -5.14 -1.36
H -2.36 2.96 10.95
H -0.48 5.39 -1.57
H 1.54 -8.76 -1.43
C 3.13 1.72 9.50
H -0.55 -3.89 -7.65

2.
47
Properties=species:S:1:pos:R:3 method="wB97M-V/def2-TZVPD" homo_lumo_gap_ev="5.79 / 5.79" homo_ev="-8.83 / -8.83" lumo_ev="-3.04 / -3.04"
C 2.79 0.48 0.61
N -0.29 -0.44 -2.21
C -2.64 1.06 0.69
C -1.00 3.02 0.61
C -2.28 2.56 0.89
N 1.57 -1.84 2.91
H 0.41 0.13 -2.67
N 1.07 0.08 4.10
H -0.53 0.49 2.30
H 0.04 -0.22 5.90
I -1.08 7.17 1.88
N -0.30 -1.75 -2.69
H 0.97 1.91 3.07
H 1.43 2.01 4.77
O -0.36 -2.57 -0.56
C -2.90 4.74 1.67
H 3.57 -2.38 2.84
H 3.20 -1.09 3.98
O -3.46 0.60 1.47
C 1.22 -2.86 1.92
H 1.83 -2.77 1.02
O -0.51 -3.95 -2.30
H -0.51 -1.92 -3.65
H 1.39 -3.84 2.37
S 4.04 0.57 1.58
H -0.26 2.36 0.19
H -0.27 1.72 4.34
N 1.88 0.46 -0.15
H 2.78 -2.77 4.37
C -3.23 3.42 1.41
C -0.66 4.34 0.89
H 1.81 -0.13 6.05
H -3.65 5.42 2.08
C 0.99 -0.50 5.43
O -2.01 0.49 -0.27
H 0.18 -2.78 1.63
H -1.21 0.02 -2.22
C -1.61 5.19 1.42
H 0.35 4.69 0.68
N 0.06 -0.29 2.05
Au 0.04 -0.48 -0.02
C 0.89 -0.69 2.99
H -4.22 3.04 1.62
C 2.85 -2.03 3.57
C 0.77 1.50 4.06
H 1.04 -1.59 5.38
C -0.41 -2.84 -1.81

3.
27
Properties=species:S:1:pos:R:3 method="wB97M-V/def2-TZVPD" homo_lumo_gap_ev=7.23 total_charge=+1 homo_ev=-12.51 smiles="[H]/N=C1/C=CSC[C@@H]1[N+](=C)c1cccnc1" lumo_ev=-5.27
N 3.67 -0.22 1.17
H -1.93 -0.87 -1.80
C -0.53 0.54 1.86
H 1.11 -0.78 -1.55
N -1.50 2.90 -0.13
C 4.09 -0.84 0.04
H -0.24 0.02 2.72
C -1.84 1.74 -0.49
S -2.78 -1.10 0.45
C 3.10 -1.16 -0.85
C -3.23 1.52 -0.31
C 1.76 -0.76 -0.70
H 2.42 0.69 2.35
H -3.73 2.57 -0.38
N 0.00 0.38 0.65
C -3.77 0.30 -0.02
H 5.13 -1.18 0.10
C 2.41 0.17 1.39
H 3.25 -1.67 -1.80
H -0.58 3.30 -0.03
C 1.33 -0.14 0.45
H -0.15 0.88 -1.40
H -4.87 0.17 -0.07
C -1.45 -0.75 -0.77
H -0.72 -1.47 -0.85
H -1.35 1.19 1.83
C -0.82 0.61 -0.55

4.
58
Properties=species:S:1:pos:R:3 method="wB97M-V/def2-TZVPD" homo_lumo_gap_ev="8.08 / 5.98" total_charge=+1 s_squared=2.05 homo_ev="-12.11 / -12.15" lumo_ev="-4.03 / -6.17" multiplicity=3
H -5.07 -0.03 -0.92
C 0.33 0.22 -3.81
F 3.83 0.99 0.67
V -0.66 0.56 1.22
F 4.57 0.13 -1.15
H -1.29 -1.11 -1.81
H 0.45 0.94 4.03
O 0.23 2.59 -4.39
H -2.68 -2.47 2.42
C -4.08 -0.76 0.87
F -4.31 -1.33 3.97
H -2.18 2.53 2.65
H 3.12 -2.82 -2.07
H -1.38 -2.61 -1.98
H -3.34 -0.18 -1.07
H -4.68 -0.36 1.69
C -2.32 -1.45 2.54
H 0.21 3.76 2.02
H 1.88 3.74 1.50
O -0.85 0.12 -3.09
C 1.02 3.10 1.73
H -4.47 -1.76 0.69
O 2.96 -2.01 -0.10
H 2.04 -0.76 -1.41
C 1.41 2.16 2.88
H -4.06 1.11 -0.08
F -3.11 0.38 3.93
H 2.01 1.55 -4.21
H 0.94 -0.64 -3.55
H 4.29 -4.61 0.00
C 3.63 -4.30 -0.81
O -1.21 0.51 -0.28
H 0.61 3.13 -0.04
C 2.42 -0.74 -0.39
H 4.59 -2.37 -1.31
O 0.74 2.37 0.54
O -1.28 -1.93 -1.31
H 0.06 0.05 -4.85
H 0.60 2.72 -5.27
C 3.48 0.44 -0.53
H 1.09 1.82 -2.65
O 0.33 1.32 3.16
F -2.44 -1.32 4.95
C -3.04 -0.94 3.89
H 3.76 -4.93 -1.70
O -2.08 2.12 1.79
O -2.77 -0.77 1.36
C -4.13 0.07 -0.37
C 1.04 1.57 -3.71
C 3.62 -2.81 -1.10
H -1.34 0.94 -3.14
O -0.93 -1.37 2.36
H 2.27 1.55 2.59
H 2.62 -4.49 -0.45
H 1.65 2.83 3.71
H -2.28 2.82 1.17
F 2.90 1.42 -1.25
O 1.30 -0.69 0.49

In eV, the E values for the records above are, in order, -143109.119; -54598.872; -26896.750; -77403.088.
In eV/A, the maximum force values for the records above are, in order, 2.86; 1.59; 4.52; 4.16.